Record 1
63
Properties=species:S:1:pos:R:3:forces:R:3 method="wB97M-V/def2-TZVPD" homo_ev="-15.3179 / -15.2569" spin_multiplicity=2 orbital_gap_ha="0.348 / 0.138" fmax_ev_per_a=13.4 charge=+2
N -2.474460 0.110867 -1.440124 0.2 -0.8 0.1
C -2.040476 -1.209358 -0.834283 0.7 0.9 0.3
C -0.877954 -0.971347 0.109033 1.0 0.5 0.5
C -1.234977 -0.216263 1.388851 -1.1 -0.5 0.2
N -2.146097 -1.052385 2.206841 0.7 0.1 -0.3
C -1.678824 -2.146956 -2.030867 -0.9 -1.2 -1.7
N -0.663788 -3.118011 -1.740604 -0.9 1.2 2.2
H -3.489501 0.110053 -1.590177 0.0 0.0 -0.4
H -2.316947 0.963821 -0.805972 0.6 0.4 -0.1
H -1.941368 0.286212 -2.309689 -0.5 0.2 0.5
H -2.877178 -1.599098 -0.260100 -0.1 -0.1 -0.4
H -0.037118 -0.432037 -0.350203 -0.2 0.0 -0.4
H -0.447933 -1.922728 0.448069 -0.2 -0.2 -0.2
H -1.660991 0.780716 1.192600 0.3 -0.7 -0.2
H -0.329707 -0.054220 1.973238 0.1 0.0 -0.2
H -3.057374 -1.140206 1.769652 -0.1 0.2 0.2
H -2.274772 -0.584640 3.097546 -0.1 -0.3 0.1
H -2.578111 -2.676780 -2.406064 0.4 0.1 0.5
H -1.352071 -1.560230 -2.887028 0.6 0.4 0.0
H -0.997686 -3.916940 -1.193000 0.3 -0.6 -0.7
H 0.204474 -2.732214 -1.348139 0.3 -0.3 -0.8
H 0.712600 0.281636 -5.009061 -0.1 -0.2 0.5
H 1.601889 -0.467774 -3.972544 -0.3 0.1 -0.2
O 0.703621 -0.056378 -4.096641 -0.3 0.3 -0.1
H -3.743422 2.463315 -0.786744 0.0 -0.1 -0.1
H -5.260002 2.610708 -0.957772 -0.1 -0.3 -0.1
O -4.562646 1.941157 -0.952416 0.2 0.6 0.2
H 0.864211 3.469857 -1.943355 0.0 -0.1 -0.2
H 0.397429 2.032515 -2.376417 0.4 0.6 0.3
O 0.540689 2.623284 -1.603256 -0.1 -0.3 -0.8
H 3.088230 -2.129659 -3.871896 0.2 -0.1 -0.1
H 3.173228 -1.059799 -2.727585 0.0 -0.3 -0.7
O 3.009575 -1.188947 -3.702463 0.1 0.2 0.9
H 1.787610 1.993391 -0.558121 0.7 -0.4 0.2
H 2.737688 0.710252 -0.420794 -0.1 0.8 0.1
O 2.473436 1.566000 0.008882 -0.2 -0.5 -0.3
H 3.458585 -1.308531 -0.212635 0.1 0.4 -0.8
H 4.470306 -0.555656 -1.177984 -0.3 0.0 0.1
O 3.523619 -0.750065 -1.073719 0.2 -0.4 0.8
H 1.084520 1.395229 2.849847 0.0 0.1 -0.1
H 1.504962 1.883378 1.420744 0.0 -0.1 0.1
O 0.930131 2.099852 2.179649 -0.6 0.2 0.1
H 4.663651 1.134887 3.147712 0.0 0.3 -0.3
H 3.696106 1.308051 1.872091 0.5 0.0 0.6
O 3.992180 0.721396 2.596798 -0.4 -0.4 -0.5
H 1.279177 -3.302753 3.255320 0.0 0.2 -0.1
H 0.332417 -2.523990 2.275084 1.2 -0.1 0.8
O 1.266184 -2.568220 2.620590 -1.7 -0.5 -0.4
H -5.530144 -0.871200 0.330628 0.2 0.1 -0.1
H -4.748461 0.430430 -0.055530 -0.3 -0.1 0.1
O -4.647239 -0.529817 0.126845 -0.2 0.0 0.1
H -1.060412 2.774461 -0.903595 -1.4 -0.2 0.1
H -1.754118 2.885931 0.483176 -1.0 1.6 -3.0
O -1.935230 2.599762 -0.452847 -0.9 -1.5 -10.3
H 3.750059 -1.207037 1.759319 -0.1 -0.3 0.1
H 2.670249 -2.372983 1.669799 0.8 0.6 -0.3
O 3.461310 -1.973966 1.228110 -0.3 0.0 0.1
H -2.087774 2.976099 2.162756 -0.2 0.4 0.5
H -0.643372 2.497643 1.774600 1.0 0.0 0.2
O -1.548197 2.694522 1.423766 2.2 -0.3 13.2
H 1.459914 -0.925579 3.358000 0.1 0.9 0.6
H 2.556557 0.149447 3.505117 -0.5 0.1 0.2
O 1.607660 -0.017885 3.719347 0.4 -0.8 -0.5

=====

Record 2
139
Properties=species:S:1:pos:R:3:forces:R:3 method="wB97M-V/def2-TZVPD" homo_ev=-7.3910 spin_multiplicity=1 orbital_gap_ha=0.250 relative_energy_ev=25.238 fmax_ev_per_a=12.4 charge=0
N 0.053460 1.651389 2.894368 6.6 10.3 -2.1
C 0.777090 2.734680 2.696899 -3.8 -8.0 2.6
C 1.960926 3.908298 2.834733 -0.6 -0.1 -0.8
C 1.798462 4.623405 4.297658 0.0 -0.7 0.0
C 0.679954 5.808041 4.396391 -0.9 0.5 5.3
N 0.211498 6.113607 5.680814 2.4 -1.8 -5.2
C 1.753755 4.978206 1.611948 -0.2 1.2 -0.1
C 0.214529 5.152907 1.078738 -0.1 1.0 -0.7
C -0.073532 4.277456 -0.298368 -0.4 0.7 -0.4
C -1.267577 3.164639 -0.151679 -0.5 -0.4 -0.7
N -0.788381 1.730891 -0.461981 1.7 -6.2 -0.5
C 0.249198 1.255615 -1.456486 -0.1 -0.4 2.0
C 0.584559 -0.350314 -1.527355 -4.1 3.3 5.3
C -0.471438 -0.883848 -0.388765 1.9 5.0 -1.7
C -1.279780 0.428551 0.196287 3.8 -0.1 -2.4
C 3.460107 3.183312 2.669359 0.3 0.5 -0.2
C 4.584762 4.384952 2.368168 3.3 7.4 -2.9
N 5.266238 5.435960 2.007949 -6.0 -9.7 3.4
C 3.977064 2.424744 4.024350 1.1 -1.3 -0.1
C 3.177506 1.045266 4.406077 0.1 0.1 1.1
C 3.875723 0.410982 5.787370 -0.5 0.5 -0.1
C 2.855022 0.513224 7.102986 1.1 -0.1 0.1
N 1.483673 -0.130649 6.822278 -2.0 0.8 -0.2
C 0.280858 0.835454 6.784486 -1.7 -4.6 -0.9
C -1.066754 -0.031326 6.420602 6.8 -3.2 1.3
C -0.445311 -1.543240 6.280892 2.3 2.5 0.7
C 1.187828 -1.586307 6.535917 -5.4 4.0 -0.3
C 3.414175 2.244942 1.329429 3.5 -1.7 -0.3
C 5.022735 1.505652 1.114901 0.1 -2.2 -2.7
C 5.222598 0.680516 -0.399753 0.0 -2.7 5.0
O 5.044789 -0.056557 1.059636 -0.6 5.0 -0.3
H 2.877416 4.981887 4.656355 -2.4 -0.4 -1.0
H 1.496528 3.769574 5.070665 0.5 1.9 -1.6
H 0.258636 6.470155 3.530636 1.0 -1.6 1.6
H 0.693134 5.467542 6.375953 -0.6 0.8 -1.1
H 2.106675 6.045632 2.006630 -0.6 -2.4 -0.7
H 2.418900 4.769137 0.655864 -1.3 0.2 2.2
H -0.615590 5.010648 1.908036 1.8 -0.1 -1.7
H 0.114706 6.294354 0.742072 0.3 -2.4 0.8
H -0.433417 5.036726 -1.146356 0.8 -1.6 1.9
H 0.951698 3.843306 -0.687220 -2.2 0.5 0.9
H -2.164864 3.376808 -0.909459 2.1 -0.3 1.6
H -1.745313 3.159572 0.916325 1.2 -0.2 -1.9
H 0.748619 2.119668 -2.068524 -1.1 -1.9 1.8
H 1.359139 -0.940402 -2.202489 -1.9 1.3 2.4
H -0.584980 -2.013201 -0.076109 0.6 3.0 -0.8
H -2.100954 0.419771 1.043810 2.4 1.2 -1.8
H 4.019740 3.103663 4.990194 -0.3 -1.1 -2.2
H 5.111140 2.102917 3.832736 -2.4 0.8 0.3
H 2.092882 1.353127 4.727929 1.8 -0.9 -1.0
H 3.197993 0.220110 3.546199 -0.2 2.1 1.8
H 4.848373 1.040431 6.013644 -2.1 -1.4 -0.3
H 4.181035 -0.708210 5.611321 -0.6 2.3 0.4
H 2.730119 1.653635 7.430909 -0.1 -2.6 -0.9
H 3.384874 -0.006813 8.037781 -1.3 0.9 -2.1
H 0.304974 2.017106 6.950652 0.8 -3.2 0.0
H -2.146328 0.400022 6.287411 2.6 -2.4 0.7
H -1.135408 -2.445234 5.987598 2.0 2.0 0.7
H 1.954882 -2.471231 6.502639 -1.6 2.3 0.2
H 3.322879 2.816291 0.313960 -0.3 -0.9 2.2
H 2.774487 1.270597 1.415932 0.8 2.2 -0.1
H 6.012036 2.125963 1.573541 -2.8 -2.1 -1.3
H 6.243617 0.071108 -0.498806 -2.1 2.4 -1.0
H 4.281166 0.306071 -0.984906 1.9 1.3 0.9
C -3.529032 -3.195652 0.403934 -0.2 0.0 0.2
Br -5.473630 -3.148855 0.381537 0.5 -0.3 -0.2
Br -2.764644 -1.419741 0.618680 -3.9 -3.2 1.0
Br -2.850179 -4.441632 1.734621 -0.1 0.2 -0.2
H -3.206836 -3.566202 -0.574794 -0.2 0.1 0.5
C -1.137797 -5.904418 -2.087440 0.1 -0.1 0.1
Br -3.082395 -5.857621 -2.109837 0.4 0.0 0.0
Br -0.373410 -4.128507 -1.872694 -0.3 -0.4 0.3
Br -0.458944 -7.150398 -0.756753 -0.2 0.4 -0.4
H -0.815602 -6.274968 -3.066168 -0.1 0.2 0.5
C -3.368946 -5.061038 5.925555 -0.2 -0.1 -0.1
Br -3.493364 -3.156842 5.547786 -0.3 -0.6 0.0
Br -1.766009 -5.848740 5.154592 -0.3 0.2 0.2
Br -3.514088 -5.432326 7.829528 0.1 0.1 -0.5
H -4.225742 -5.539937 5.440187 0.4 0.2 0.2
C -4.129630 -0.598060 -3.518899 0.1 -0.1 0.0
Br -4.061917 1.066853 -2.515089 0.0 -0.4 -0.2
Br -2.987707 -1.963460 -2.734069 -0.3 0.4 -0.7
Br -5.954985 -1.228218 -3.753455 0.5 0.2 0.2
H -3.733911 -0.385617 -4.517549 -0.2 -0.1 0.6
C -3.410984 -1.465129 -7.953826 0.1 -0.1 -0.3
Br -3.343271 0.199783 -6.950016 0.0 -0.3 -0.3
Br -2.269061 -2.830529 -7.168995 -0.3 0.4 -0.1
Br -5.236339 -2.095288 -8.188381 0.5 0.1 0.1
H -3.015266 -1.252687 -8.952475 -0.2 0.0 0.4
C -9.496996 0.494841 -5.858975 -0.1 0.2 -0.2
Br -10.951643 -0.748272 -5.508508 0.4 0.3 0.0
Br -8.969763 1.462579 -4.255924 -0.1 -0.3 -0.4
Br -7.981826 -0.383919 -6.705188 -0.4 0.2 0.2
H -9.874695 1.236540 -6.570490 0.2 -0.3 0.3
C -3.367756 3.218364 5.329325 0.2 0.6 0.4
Br -3.283716 3.994370 3.547499 0.0 -0.2 0.3
Br -4.894006 2.028946 5.529606 0.5 0.2 -0.1
Br -1.699941 2.344309 5.817644 -1.7 3.4 -1.6
H -3.512793 4.045680 6.031848 -0.1 -0.3 -0.4
C -2.248761 -7.029130 -7.932012 -0.1 0.0 -0.2
Br -0.692504 -6.389158 -8.908051 -0.4 -0.2 0.3
Br -2.527432 -8.937684 -8.185051 0.1 0.5 0.1
Br -2.167599 -6.553037 -6.047659 -0.5 0.3 -0.6
H -3.121918 -6.519927 -8.353122 0.4 -0.2 0.2
C -7.368591 0.443897 1.683037 -0.3 0.0 0.0
Br -6.698823 -0.940914 2.873778 -0.2 0.5 -0.1
Br -6.448071 2.136527 1.951197 -0.1 -0.4 -0.1
Br -7.322796 -0.117938 -0.178758 0.0 0.3 0.4
H -8.419932 0.607185 1.941966 0.5 -0.1 -0.1
C 7.798310 -0.568786 5.301035 0.0 -0.2 -0.1
Br 9.241865 0.695503 4.981857 -0.4 -0.3 0.1
Br 6.954229 -0.282276 7.030111 0.5 -0.1 -0.2
Br 6.500019 -0.565954 3.852425 0.5 0.0 0.1
H 8.247365 -1.567161 5.325975 -0.2 0.5 0.0
C -2.460409 3.299533 -9.469548 0.0 0.0 0.2
Br -3.176136 5.105156 -9.577325 0.2 -0.5 0.0
Br -3.508543 2.041519 -10.519824 0.3 0.3 0.2
Br -0.573766 3.239413 -9.939652 -0.5 0.0 0.1
H -2.539359 2.986231 -8.423301 0.0 0.1 -0.5
C 6.506346 3.031144 -4.030634 -0.1 0.2 -0.1
Br 5.051699 1.788030 -3.680167 0.3 0.3 -0.1
Br 7.033579 3.998881 -2.427583 -0.1 -0.3 -0.4
Br 8.021516 2.152383 -4.876847 -0.4 0.2 0.3
H 6.128647 3.772842 -4.742149 0.2 -0.4 0.3
C 1.053041 0.913943 -5.677225 0.1 -0.2 -0.2
Br 0.928623 2.818139 -6.054994 0.0 -0.3 0.0
Br 2.655978 0.126241 -6.448188 -0.2 0.2 0.0
Br 0.907899 0.542655 -3.773252 -0.1 0.3 -4.4
H 0.196245 0.435044 -6.162592 0.4 0.2 0.1
C 0.572962 -9.946031 -3.603897 0.1 -0.1 0.0
Br -0.396597 -8.457538 -4.396676 0.4 -1.1 0.2
Br 2.279126 -9.383330 -2.857816 -0.4 -0.1 -0.1
Br -0.508037 -10.901122 -2.298800 0.3 0.3 -0.3
H 0.794333 -10.650375 -4.412550 -0.1 0.3 0.4
C 2.692358 -4.558218 -4.692946 0.1 0.0 -0.1
Br 2.760071 -2.893305 -3.689136 0.1 -0.4 -0.2
Br 3.834281 -5.923618 -3.908115 -0.3 0.4 -0.2
Br 0.867003 -5.188376 -4.927501 0.7 0.2 -0.4
H 3.088076 -4.345775 -5.691595 -0.2 -0.1 0.5

=====

Record 3
65
Properties=species:S:1:pos:R:3:forces:R:3 method="wB97M-V/def2-TZVPD" homo_ev=-11.1816 spin_multiplicity=1 orbital_gap_ha=0.264 relative_energy_ev=0.000 fmax_ev_per_a=1.0 charge=+1
N -3.065400 0.500497 -2.114991 -0.1 -0.1 -0.4
C -2.336784 -0.507458 -2.880959 0.3 0.1 0.7
C -1.960978 -1.757495 -2.065784 -0.7 0.6 0.3
C -1.231171 -1.371489 -0.776590 0.8 -0.6 -0.4
C -0.320871 -2.507474 -0.204209 -0.3 0.5 0.5
C 1.122749 -2.320751 -0.525338 -0.1 -0.6 -0.6
C 1.753493 -3.029177 -1.557928 0.1 0.2 0.1
Br 0.856733 -4.279568 -2.640784 -0.1 0.0 0.1
C 3.099518 -2.845195 -1.821857 0.0 0.2 0.2
C 3.815042 -1.955962 -1.046245 -0.3 0.2 0.3
C 3.172070 -1.270814 -0.038459 0.5 -0.3 -0.3
N 1.862797 -1.444088 0.206324 -0.1 -0.1 -0.5
C 1.215656 -0.723340 1.325229 0.2 0.2 0.8
C 1.996747 0.465085 1.846573 0.2 0.2 -0.2
C 2.211571 1.570875 0.819189 -0.3 0.3 -0.1
C 0.940526 2.411338 0.622896 0.1 0.1 0.0
S 0.685820 2.732135 -1.116259 0.1 -0.5 -0.8
O -0.295376 1.811350 -1.608923 -0.3 0.1 0.2
O 1.932550 2.776657 -1.808948 0.2 0.4 0.3
Cl -0.119559 4.589354 -1.167467 0.1 -0.1 0.1
H -2.456569 1.220026 -1.763910 0.0 0.0 0.2
H -3.638272 0.107374 -1.384543 -0.1 0.1 0.1
H -1.398875 -0.043908 -3.178250 0.0 0.1 -0.5
H -2.918796 -0.785174 -3.753612 0.1 -0.1 -0.2
H -2.900647 -2.233447 -1.782175 0.0 -0.4 -0.1
H -1.382199 -2.449208 -2.666065 0.1 -0.1 -0.1
H -1.929058 -1.094772 0.001483 -0.2 0.2 0.1
H -0.597997 -0.510817 -0.991732 -0.1 0.2 0.1
H -0.652378 -3.483947 -0.524318 0.0 -0.2 -0.3
H -0.429783 -2.508990 0.877768 0.1 -0.1 0.1
H 3.585095 -3.389325 -2.613599 0.0 -0.1 -0.1
H 4.865822 -1.789162 -1.199797 0.2 0.0 0.0
H 3.741725 -0.601496 0.577159 -0.2 0.1 0.3
H 0.216472 -0.400453 1.062705 -0.1 -0.1 -0.5
H 1.103824 -1.445666 2.127798 0.0 -0.1 0.2
H 1.414984 0.873067 2.669203 -0.1 -0.1 0.2
H 2.938736 0.148780 2.279314 0.1 -0.1 0.1
H 2.997637 2.242542 1.142229 0.2 0.0 0.1
H 2.523818 1.197804 -0.152020 0.1 -0.2 0.0
H 1.003910 3.372787 1.117981 0.0 0.1 0.1
H 0.049195 1.890552 0.958135 -0.2 0.1 0.0
O -7.162196 5.023789 -1.729307 0.0 -0.1 0.1
C -6.011601 5.207413 -1.981028 -0.2 0.2 -0.2
O -5.025525 5.055208 -1.057348 0.1 0.0 0.0
C -3.760398 5.439060 -1.613756 0.1 0.0 -0.1
C -3.929353 5.315876 -3.122978 -0.1 0.0 -0.1
C -5.408553 5.655437 -3.300408 0.4 -0.3 0.1
H -3.541422 6.463652 -1.302234 0.0 0.0 0.0
H -2.990684 4.778377 -1.223631 -0.1 0.0 0.1
H -3.252115 5.957285 -3.683969 0.0 0.0 0.1
H -3.749941 4.284697 -3.431012 0.0 0.0 0.0
H -5.575433 6.727638 -3.409546 -0.1 0.0 0.0
H -5.867957 5.124771 -4.128568 -0.2 0.1 0.0
O 3.710367 -1.814390 3.294215 -0.2 0.0 -0.2
C 3.410720 -2.808712 3.903347 0.2 -0.1 -0.1
O 3.892413 -3.067422 5.123009 0.0 0.0 0.0
C 3.462722 -4.369152 5.574419 -0.1 -0.2 0.1
C 2.212915 -4.674098 4.760058 0.0 0.0 -0.1
C 2.513225 -3.948637 3.448813 -0.1 0.0 0.4
H 4.268984 -5.078849 5.384839 0.0 0.0 0.0
H 3.275842 -4.326468 6.643273 0.1 0.1 0.0
H 2.024186 -5.739087 4.649353 0.1 0.0 0.0
H 1.340684 -4.225715 5.237090 0.0 0.0 0.0
H 3.074738 -4.573168 2.751684 0.0 0.0 -0.1
H 1.616606 -3.568550 2.964462 0.1 0.0 -0.2